The following is a DFT calculation (ωB97M-V/def2-TZVPD) of a molecular structure, C20H34F2N2O18S4.

The geometry in ORCA input format:
```
! wB97M-V def2-TZVPD RIJCOSX def2/J DEFGRID3
* xyz 0 1
C -2.490 -2.387 -3.955
C -1.236 -1.523 -3.807
O -1.614 -0.279 -3.242
C -0.552 0.646 -3.131
C -0.028 0.790 -1.691
O -0.334 -0.350 -0.894
C -0.281 -0.042 0.462
C -1.664 0.313 1.105
C -2.646 0.733 0.101
N -3.395 1.076 -0.688
C -2.171 -0.834 2.021
C -3.281 -1.713 1.453
C -4.695 -1.139 1.528
F -2.970 -2.115 0.163
C -1.398 1.538 2.016
F -0.807 2.544 1.290
C -2.634 2.095 2.595
N -3.537 2.386 3.229
H -2.289 -3.362 -3.522
H -3.287 -1.882 -3.410
H -2.781 -2.510 -4.998
H -0.559 -2.023 -3.104
H -0.707 -1.385 -4.756
H 0.288 0.311 -3.738
H -0.945 1.609 -3.457
H 1.050 0.966 -1.709
H -0.508 1.660 -1.230
H 0.414 0.789 0.619
H 0.140 -0.905 0.980
H -2.565 -0.423 2.955
H -1.343 -1.479 2.313
H -3.276 -2.623 2.060
H -5.373 -1.912 1.890
H -4.744 -0.327 2.253
H -5.046 -0.821 0.549
H -0.750 1.262 2.852
C 5.855 -0.014 -2.669
C 4.879 -0.262 -1.539
O 3.971 0.845 -1.607
S 3.782 1.289 -3.125
O 2.587 0.696 -3.608
O 4.005 2.684 -3.236
O 5.035 0.499 -3.728
H 6.599 0.740 -2.405
H 6.355 -0.920 -3.002
H 5.349 -0.283 -0.560
H 4.317 -1.185 -1.697
C -3.509 -7.522 -3.280
C -2.322 -7.993 -2.463
O -1.192 -7.722 -3.304
S -1.467 -6.406 -4.171
O -0.858 -5.299 -3.526
O -1.217 -6.709 -5.532
O -3.042 -6.330 -3.924
H -3.782 -8.248 -4.048
H -4.378 -7.291 -2.670
H -2.360 -9.053 -2.230
H -2.215 -7.417 -1.542
C 3.124 4.025 3.077
C 3.104 5.222 2.147
O 3.096 4.643 0.834
S 2.284 3.271 0.848
O 0.951 3.491 0.418
O 3.085 2.265 0.248
O 2.261 3.075 2.437
H 4.122 3.591 3.154
H 2.746 4.251 4.070
H 3.974 5.862 2.260
H 2.195 5.814 2.271
C 0.630 4.372 4.242
C -0.146 3.949 5.475
O 0.645 2.888 6.032
S 2.195 3.166 5.767
O 2.780 3.769 6.908
O 2.760 2.005 5.180
O 2.005 4.294 4.649
H 0.477 3.685 3.407
H 0.396 5.384 3.923
H -1.143 3.588 5.237
H -0.215 4.756 6.206
*
```

For the electronic energy, the calculation gives -109889.6092 eV. Its orbital gap is 8.73 eV.